(1)
ORCA calculation (ωB97M-V with the def2-TZVPD basis set) on C29H26FN5O7Ru as an isolated structure.

Structure (XYZ):
```
69
Properties=species:S:1:pos:R:3:forces:R:3
Ru -1.2372 -0.2755 3.0923 0.2 -0.3 0.2
O 2.2381 -0.5588 0.8898 0.1 0.0 0.1
C 1.4191 -0.4352 1.7839 -0.1 0.1 -0.2
O 0.3433 -1.1404 1.9397 0.1 -0.5 0.4
C 1.5630 0.6245 2.8512 0.0 0.0 0.0
C 2.7032 1.3252 3.1908 0.0 0.0 0.0
C 2.6663 2.1374 4.3191 0.0 0.0 0.0
C 1.5257 2.1756 5.1108 0.0 0.0 0.0
C 0.4299 1.4355 4.7113 -0.1 0.0 0.0
N 0.4542 0.7442 3.5757 -0.2 0.7 -0.3
C -0.8078 1.1403 5.5345 -0.2 0.1 -0.2
O -1.0324 1.6890 6.5803 0.1 0.0 0.0
O -1.5217 0.1737 5.0005 0.4 -0.6 0.3
H 3.5945 1.2035 2.5917 0.0 0.0 0.0
H 3.5458 2.6954 4.6117 0.0 0.0 0.0
H 1.4711 2.7336 6.0349 0.0 0.0 0.0
F 0.8143 -2.9683 -2.2859 0.0 0.0 0.0
C 0.5454 -1.6673 -2.0000 0.0 0.0 -0.1
C -0.3261 -1.3689 -1.0041 0.0 0.0 0.0
C -0.6138 -0.0264 -0.7360 -0.1 0.0 -0.1
C -1.4622 0.3062 0.3881 -0.1 0.1 0.1
O -1.9998 -0.5945 1.0889 0.1 0.1 -0.3
C -1.6265 1.6846 0.6807 0.1 -0.1 0.0
C -1.0531 2.6148 -0.1270 0.0 0.0 0.0
N -0.2841 2.3097 -1.1968 -0.1 0.0 0.0
C 0.2987 3.3737 -1.9855 0.0 0.0 0.0
C -0.5488 4.5535 -2.3403 0.0 0.0 0.0
C -0.1690 3.5609 -3.3991 0.0 0.0 0.0
C -0.0156 0.9848 -1.4986 0.0 0.0 0.0
C 0.8934 0.6439 -2.5109 0.0 0.0 0.0
C 1.1886 -0.6793 -2.7635 0.0 0.0 0.1
N 2.1316 -1.0131 -3.7579 -0.1 -0.1 0.0
C 1.9562 -0.5812 -5.1197 0.0 0.0 0.0
C 1.5903 -1.7527 -6.0274 0.0 0.0 0.0
N 2.6490 -2.8163 -5.8759 0.0 0.1 0.0
C 2.7594 -3.2880 -4.4447 0.0 0.0 0.0
C 3.0909 -2.0766 -3.5856 0.0 0.0 0.0
C -2.4437 2.1320 1.8673 0.0 0.1 0.1
O -3.1162 3.1389 1.7725 0.1 0.1 0.0
O -2.3497 1.4136 2.9454 -0.1 -0.1 -0.1
H -0.7781 -2.1370 -0.3931 0.0 0.0 0.0
H -1.2000 3.6675 0.0718 0.0 0.0 0.0
H 1.3456 3.5504 -1.7690 0.0 0.0 0.0
H -0.0708 5.5217 -2.3339 0.0 0.0 0.0
H -1.5799 4.5549 -2.0163 0.0 0.0 0.0
H 0.5643 3.8377 -4.1437 0.0 0.0 0.0
H -0.9514 2.8974 -3.7425 0.0 0.0 0.0
H 1.4155 1.4135 -3.0600 0.0 0.0 0.0
H 2.8723 -0.1075 -5.5006 0.0 0.0 0.0
H 1.1607 0.1589 -5.1769 0.0 0.0 0.0
H 1.5514 -1.4722 -7.0789 0.0 0.0 0.0
H 0.6466 -2.2075 -5.7297 0.0 0.0 0.0
H 3.5489 -2.4187 -6.1581 0.0 0.0 0.0
H 2.4638 -3.6013 -6.4999 0.0 0.0 0.0
H 3.5259 -4.0599 -4.4072 0.0 0.0 0.0
H 1.7922 -3.7071 -4.1803 0.0 0.0 0.0
H 4.0876 -1.7059 -3.8672 0.0 0.0 0.0
H 3.1480 -2.3759 -2.5424 0.0 0.0 0.0
C -4.7226 -2.7282 5.1495 0.0 0.0 0.0
C -5.0385 -1.7627 4.2100 0.0 0.0 0.0
C -4.0392 -1.2932 3.3780 0.0 -0.1 -0.2
N -2.7786 -1.7359 3.4422 -0.5 0.5 0.4
C -2.4828 -2.6741 4.3505 0.1 -0.1 -0.2
C -3.4210 -3.2029 5.2115 0.0 -0.1 0.0
H -5.4763 -3.1047 5.8281 0.0 0.0 0.0
H -6.0363 -1.3568 4.1293 0.0 0.0 0.0
H -4.2309 -0.5342 2.6314 0.0 0.1 0.1
H -1.4529 -3.0109 4.3685 0.0 0.1 0.1
H -3.1282 -3.9577 5.9266 0.0 0.0 0.0
```
Positions in Å, forces in eV/Å.

Values from the calculation:
HOMO-LUMO gap (spin up / spin down): 6.832 / 6.914 eV
Net charge: +1
Multiplicity: 2
Energy relative to the best compared isomer or geometry (same formula, charge and spin): 34.2 kcal/mol
HOMO (spin up / spin down): -10.02 / -10.10 eV


(2)
ORCA calculation (ωB97M-V with the def2-TZVPD basis set) on C29H26I2N3OSSiTi as an isolated structure.

Structure (XYZ):
```
64
Properties=species:S:1:pos:R:3:forces:R:3
Ti 0.8505 0.3348 0.1986 -0.3 0.2 0.2
N 2.3615 1.1506 -1.2087 0.1 0.1 -0.1
C 1.9195 0.9866 -2.5669 -0.1 -0.1 0.1
C 1.6913 2.1033 -3.3544 0.0 0.0 0.0
C 1.1857 1.9615 -4.6382 0.0 0.0 0.0
C 0.9221 0.6937 -5.1318 0.0 0.0 0.0
C 1.1546 -0.4185 -4.3356 0.0 0.0 0.0
C 1.6464 -0.3029 -3.0368 0.1 0.0 0.0
C 1.8115 -1.5150 -2.1806 -0.1 0.1 0.0
C 2.3282 -2.6754 -2.7584 0.0 0.0 0.0
C 2.4048 -3.8497 -2.0277 0.0 0.0 0.0
C 1.9696 -3.8643 -0.7104 0.0 0.0 0.0
C 1.4841 -2.6972 -0.1320 0.0 -0.1 -0.1
C 1.3826 -1.4933 -0.8390 0.2 0.0 0.0
H 2.4726 2.1329 -0.9760 0.1 0.0 0.0
H 3.2410 0.6723 -1.0328 0.0 -0.1 0.0
H 1.9030 3.0892 -2.9559 0.0 0.0 0.0
H 1.0000 2.8383 -5.2441 0.0 0.0 0.0
H 0.5243 0.5689 -6.1303 0.0 0.0 0.0
H 0.9184 -1.4059 -4.7126 0.0 0.0 0.0
H 2.6815 -2.6570 -3.7833 0.0 0.0 0.0
H 2.8097 -4.7448 -2.4829 0.0 0.0 0.0
H 2.0243 -4.7778 -0.1303 0.0 0.0 0.0
H 1.1757 -2.7365 0.9092 0.0 0.0 0.0
C 3.4949 -2.0868 4.7108 0.0 0.0 0.0
Si 2.0458 -1.0999 5.3573 0.0 0.0 0.0
C 1.3672 -1.9544 6.8834 0.0 0.0 0.0
C 2.5404 0.6431 5.8092 0.0 0.0 0.0
C 0.6528 -1.0735 4.0759 0.0 0.0 0.0
C -0.5911 -1.6207 4.3538 0.0 0.0 0.0
C -1.6265 -1.6248 3.4164 0.0 0.0 0.0
C -1.3778 -1.0683 2.1858 0.0 0.0 0.0
N -0.1935 -0.5274 1.8861 0.1 -0.1 0.0
C 0.8083 -0.5144 2.7907 0.0 0.0 0.0
S 2.2763 0.2314 2.1873 0.0 0.0 0.1
H 4.2349 -2.2315 5.5017 0.0 0.0 0.0
H 3.9767 -1.5818 3.8740 0.0 0.0 0.0
H 3.1720 -3.0725 4.3686 0.0 0.0 0.0
H 2.1434 -1.9879 7.6515 0.0 0.0 0.0
H 1.0653 -2.9842 6.6797 0.0 0.0 0.0
H 0.5120 -1.4239 7.3077 0.0 0.0 0.0
H 3.3317 0.6292 6.5625 0.0 0.0 0.0
H 1.6919 1.1922 6.2228 0.0 0.0 0.0
H 2.9049 1.1872 4.9379 0.0 0.0 0.0
H -0.7719 -2.0637 5.3265 0.0 0.0 0.0
H -2.5926 -2.0522 3.6424 0.0 0.0 0.0
H -2.1260 -1.0405 1.4021 0.0 0.0 0.0
I -0.8015 5.1623 1.1732 0.0 0.0 0.0
C -1.6912 3.7048 -0.0077 0.0 0.0 0.0
C -2.9339 3.9588 -0.6241 0.0 0.0 0.0
C -3.5377 3.0288 -1.4221 0.0 0.0 0.0
I -5.3752 3.4944 -2.2960 0.0 0.0 0.0
C -2.9211 1.7679 -1.6430 0.0 0.0 0.0
C -3.4321 0.7215 -2.4420 0.0 0.0 0.0
C -2.7324 -0.4460 -2.5623 0.0 0.0 0.0
C -1.5116 -0.5958 -1.8817 0.0 0.0 0.0
N -1.0062 0.3559 -1.1297 0.0 0.0 0.0
C -1.6874 1.5287 -1.0111 0.0 0.0 0.0
C -1.0392 2.5037 -0.1860 0.0 0.0 0.0
O 0.1161 2.1812 0.3337 0.0 -0.1 -0.1
H -3.4080 4.9161 -0.4562 0.0 0.0 0.0
H -4.3763 0.8552 -2.9533 0.0 0.0 0.0
H -3.1023 -1.2583 -3.1717 0.0 0.0 0.0
H -0.9339 -1.5095 -1.9511 0.0 0.0 0.0
```
Positions in Å, forces in eV/Å.

Values from the calculation:
HOMO-LUMO gap (spin up / spin down): 7.274 / 7.573 eV
Multiplicity: 2
Energy relative to the best compared isomer or geometry (same formula, charge and spin): 0.0 kcal/mol
HOMO (spin up / spin down): -7.53 / -7.89 eV


(3)
ORCA calculation (ωB97M-V with the def2-TZVPD basis set) on C29H26MoP2S4 as an isolated structure.

Structure (XYZ):
```
62
Properties=species:S:1:pos:R:3:forces:R:3
Mo 0.1845 -0.4433 0.2102 0.1 -0.2 -0.6
S -1.3893 0.4447 1.6886 0.0 0.3 -0.2
P 0.2483 1.6153 2.2458 0.2 0.0 0.2
C 1.3932 0.7308 1.2851 0.1 -0.2 0.5
P 3.0530 0.2734 1.2862 -0.4 0.3 0.1
S 2.4232 -1.4542 0.1231 0.6 0.1 -0.5
C 4.1539 1.3526 0.4047 -0.2 0.0 0.0
C 5.2164 0.8578 -0.3497 0.1 0.0 0.1
C 6.0617 1.7499 -0.9888 0.0 0.0 0.0
C 5.8481 3.1189 -0.8707 0.0 0.0 0.0
C 4.7943 3.6072 -0.1096 -0.1 0.0 0.0
C 3.9365 2.7265 0.5325 0.1 0.0 -0.1
C 3.7125 -0.2084 2.8605 0.0 -0.1 -0.2
C 2.9923 -1.1207 3.6385 0.0 0.1 0.1
C 3.4797 -1.4766 4.8824 0.0 0.0 0.0
C 4.6745 -0.9289 5.3417 0.0 0.0 0.0
C 5.3900 -0.0279 4.5646 0.0 0.0 0.0
C 4.9164 0.3342 3.3121 0.0 0.0 0.1
C 0.0628 3.3035 1.7232 0.0 -0.2 0.0
C -0.6107 4.2155 2.5352 0.0 0.0 0.1
C -0.8486 5.4950 2.0607 0.0 0.0 0.0
C -0.4236 5.8536 0.7876 0.0 0.0 0.0
C 0.2432 4.9407 -0.0221 0.0 0.0 0.0
C 0.4843 3.6572 0.4391 -0.1 0.1 0.0
C 0.5405 1.4974 4.0034 -0.2 0.1 -0.1
C -0.1120 0.5559 4.7934 0.0 0.0 0.0
C 0.2041 0.4679 6.1403 0.0 0.0 0.0
C 1.1700 1.3042 6.6851 0.0 0.0 0.0
C 1.8239 2.2396 5.8907 0.0 0.0 0.0
C 1.5077 2.3460 4.5465 0.0 0.0 0.0
H 5.3979 -0.2073 -0.4228 0.0 0.0 0.0
H 6.8927 1.3774 -1.5735 0.0 0.0 0.0
H 6.5128 3.8101 -1.3721 0.0 0.0 0.0
H 4.6384 4.6741 -0.0156 0.0 0.0 0.0
H 3.1097 3.1065 1.1207 0.0 0.0 0.0
H 2.0585 -1.5388 3.2800 0.0 0.0 0.0
H 2.9349 -2.1838 5.4940 0.0 0.0 0.0
H 5.0528 -1.2148 6.3150 0.0 0.0 0.0
H 6.3195 0.3883 4.9294 0.0 0.0 0.0
H 5.4715 1.0329 2.6985 0.0 0.0 0.0
H -0.9391 3.9304 3.5278 0.0 0.0 0.0
H -1.3672 6.2126 2.6820 0.0 0.0 0.0
H -0.6181 6.8527 0.4203 0.0 0.0 0.0
H 0.5667 5.2277 -1.0139 0.0 0.0 0.0
H 0.9932 2.9372 -0.1904 0.0 0.0 0.0
H -0.8634 -0.0995 4.3705 0.0 0.0 0.0
H -0.3108 -0.2492 6.7659 0.0 0.0 0.0
H 1.4076 1.2361 7.7387 0.0 0.0 0.0
H 2.5672 2.8966 6.3223 0.0 0.0 0.0
H 1.9997 3.0917 3.9308 0.0 0.0 0.0
C 4.1320 -1.9691 -2.0038 0.0 0.0 0.0
C 2.8792 -1.2365 -1.5896 0.1 0.0 0.3
S -0.1209 -2.5090 0.0855 -0.4 -0.3 0.3
C 2.0762 -0.5356 -2.4052 -0.3 0.1 -0.2
C 2.3688 -0.3592 -3.8682 0.0 0.0 0.0
S 0.5493 0.2618 -1.9665 0.2 -0.1 0.1
H 4.6852 -2.3223 -1.1335 0.0 0.0 0.0
H 4.7938 -1.3318 -2.5899 0.0 0.0 0.0
H 3.8862 -2.8464 -2.6046 0.0 0.0 0.0
H 3.2732 -0.8811 -4.1700 0.0 0.0 0.0
H 2.4811 0.7019 -4.0986 0.0 0.0 0.0
H 1.5371 -0.7360 -4.4647 0.0 0.0 0.0
```
Positions in Å, forces in eV/Å.

Values from the calculation:
HOMO-LUMO gap: 6.313 eV
Net charge: +2
Multiplicity: 1
Energy relative to the best compared isomer or geometry (same formula, charge and spin): 29.4 kcal/mol
HOMO: -14.33 eV


(4)
ORCA calculation (ωB97M-V with the def2-TZVPD basis set) on an isolated ion of composition C29H26N2O3P and charge -1 in a non-equilibrium geometry.

Structure (XYZ):
```
61
Properties=species:S:1:pos:R:3:forces:R:3
C 2.3011 -4.3433 -2.9583 0.1 0.2 0.4
C 2.1591 -3.0991 -3.5611 0.1 0.1 0.0
C 2.1093 -1.9294 -2.8095 -0.2 -0.3 0.2
C 2.1759 -1.9788 -1.4171 0.2 0.0 0.4
P 1.8494 -0.4500 -0.4223 -2.4 0.1 0.7
C 2.8069 0.7760 -1.4010 0.0 0.1 0.0
C 2.1666 1.7862 -2.1111 0.2 -0.1 0.0
C 2.8989 2.6673 -2.9030 -0.1 0.0 0.2
C 4.2819 2.5926 -2.9843 -0.1 -0.5 0.1
C 4.9347 1.5937 -2.2577 -0.2 -0.1 0.3
C 4.2153 0.6972 -1.4513 -0.1 0.2 -0.2
N 0.2454 -0.0317 -0.4560 7.3 1.2 -1.2
C -0.8630 -0.2391 0.1183 -7.5 1.1 -1.3
C -2.1219 -0.0945 -0.6327 2.8 -1.1 3.3
C -3.2272 -0.9290 -0.3797 -1.7 -0.2 -0.3
C -4.3814 -0.7189 -1.1324 -0.7 -0.2 0.2
C -4.4765 0.2844 -2.0926 -0.4 0.0 -0.2
C -3.3565 1.0833 -2.2930 1.2 0.8 -0.3
C -2.1783 0.9122 -1.6002 -0.5 0.1 -0.6
O 2.4627 -0.5725 0.9374 0.2 -0.3 0.1
C 2.4035 -3.2211 -0.8004 -0.2 -0.1 -0.3
C 2.4386 -4.3863 -1.5715 0.0 0.1 0.1
H 2.3275 -5.2586 -3.5508 0.0 0.2 0.1
H 2.0753 -3.0342 -4.6314 0.0 0.0 -0.3
H 1.9836 -0.9682 -3.2980 -0.1 -0.1 -0.1
H 1.0861 1.8599 -2.0292 0.1 0.0 -0.1
H 2.3619 3.4238 -3.4436 -0.1 0.3 -0.2
H 4.8389 3.2781 -3.6207 -0.1 -0.1 0.2
H 6.0187 1.5252 -2.3072 -0.1 0.0 0.1
H 4.7616 -0.0605 -0.8694 -0.4 0.3 -0.3
H -0.2325 -0.2484 1.9807 1.0 -0.1 0.3
H -3.2492 -1.7669 0.3419 0.4 0.5 -0.5
H -5.2688 -1.3492 -0.9990 0.4 0.0 0.1
H -5.3786 0.4796 -2.6845 0.3 -0.3 0.3
H -3.3567 1.8960 -3.0060 -0.3 0.1 -0.2
H -1.2925 1.5532 -1.6745 -0.5 -0.2 -0.3
H 2.5119 -3.2874 0.2834 -0.1 0.2 -0.3
H 2.5505 -5.3440 -1.0769 0.1 0.0 0.0
C -0.6098 4.0693 2.4205 0.0 0.4 0.3
C 0.4000 3.3129 3.0586 -0.7 0.3 -0.2
C 0.0582 2.0563 3.5749 0.1 0.1 -0.4
C -1.2401 1.5546 3.4362 -0.2 0.5 -0.2
C -1.5660 0.1453 3.8377 0.2 -0.5 0.7
C -2.1798 -0.6821 2.7013 1.4 1.5 -1.3
C -2.3794 -2.1225 3.0406 0.8 -2.0 -0.5
O -1.5578 -2.9230 2.1148 -1.2 0.5 0.9
C -0.7807 -2.1517 1.3568 1.9 -1.5 -2.7
O -0.0906 -2.6196 0.4515 -1.0 0.3 2.5
N -1.0157 -0.7296 1.5422 -0.1 -1.0 1.4
C -2.2518 2.3433 2.8661 0.4 0.6 -0.4
C -1.9470 3.6211 2.3533 0.3 -0.3 0.2
H -0.3613 5.0719 2.0190 -0.2 -0.8 0.2
H 1.4316 3.7065 3.1517 -0.8 -0.4 -0.2
H 0.8299 1.4374 4.0404 -0.2 0.1 -0.2
H -0.6616 -0.3788 4.1822 0.1 0.1 -0.3
H -2.1662 0.1228 4.7675 -0.4 0.0 -0.6
H -3.0571 -0.2170 2.2535 0.2 -0.1 -0.1
H -2.0202 -2.4585 4.0277 -0.3 0.6 -0.1
H -3.3975 -2.4661 2.8812 -0.1 0.1 0.1
H -3.2725 1.9574 2.7840 0.4 0.1 0.0
H -2.7467 4.2527 1.9029 0.8 -0.6 0.3
```
Positions in Å, forces in eV/Å.

Values from the calculation:
HOMO-LUMO gap: 3.225 eV
Net charge: -1
Multiplicity: 1
HOMO: -0.74 eV